Formula: C54H61N3O31
Source: the Open Molecules 2025 dataset
Level of theory: ωB97M-V/def2-TZVPD

```
149
C54H61N3O31 (ωB97M-V/def2-TZVPD)
C -3.593 0.590 4.415
C -4.654 -0.244 4.159
C -5.850 0.217 3.336
O -6.780 -0.578 3.262
C -5.962 1.519 2.763
C -4.890 2.277 3.025
C -3.682 1.881 3.896
O -2.954 2.801 4.231
O -4.822 3.484 2.532
O -4.791 -1.454 4.657
H -2.768 0.375 5.138
H -6.880 1.871 2.319
H -3.911 3.761 2.735
H -5.568 -1.772 4.169
C 2.499 -1.106 4.990
C 3.651 -0.383 5.128
C 5.016 -0.946 5.516
O 5.887 -0.123 5.670
C 5.070 -2.361 5.784
C 3.954 -3.133 5.649
C 2.633 -2.461 5.206
O 1.619 -3.187 5.145
O 3.721 -4.409 5.953
O 3.667 0.907 4.990
H 1.560 -0.632 4.725
H 5.973 -2.795 6.207
H 2.676 -4.412 5.902
H 4.604 1.184 5.171
C 3.406 1.505 -2.178
C 3.181 0.177 -2.332
C 2.040 -0.404 -3.193
O 1.811 -1.588 -3.018
C 1.156 0.433 -3.998
C 1.402 1.743 -3.928
C 2.521 2.318 -3.035
O 2.503 3.566 -3.090
O 0.644 2.693 -4.566
O 3.946 -0.770 -1.784
H 4.162 2.011 -1.612
H 0.378 -0.101 -4.523
H 1.196 3.494 -4.318
H 3.719 -1.682 -2.054
C 5.670 4.828 -2.089
C 5.664 4.199 -0.902
C 4.721 4.510 0.210
O 4.841 3.865 1.197
C 3.604 5.415 -0.063
C 3.521 5.905 -1.285
C 4.634 5.776 -2.343
O 4.567 6.529 -3.287
O 2.475 6.622 -1.593
O 6.612 3.326 -0.569
H 6.443 4.644 -2.876
H 2.768 5.556 0.618
H 2.418 6.644 -2.563
H 6.369 3.029 0.355
C -0.410 5.156 -2.567
C -0.981 5.986 -3.419
C -2.206 5.681 -4.280
O -2.651 6.636 -4.883
C -2.841 4.304 -4.255
C -2.250 3.491 -3.304
C -0.991 3.848 -2.547
O -0.493 2.990 -1.850
O -2.655 2.244 -3.109
O -0.690 7.312 -3.535
H 0.328 5.415 -1.814
H -3.652 3.927 -4.829
H -2.117 1.949 -2.376
H -1.282 7.664 -4.257
C -1.719 -3.359 -6.451
C -2.942 -3.745 -6.152
C -3.463 -3.869 -4.726
O -4.562 -4.401 -4.651
C -2.749 -3.505 -3.552
C -1.477 -3.113 -3.812
C -0.904 -3.035 -5.268
O 0.244 -2.655 -5.330
O -0.588 -2.721 -2.931
O -3.842 -4.073 -7.118
H -1.330 -3.199 -7.417
H -3.231 -3.632 -2.615
H 0.273 -2.571 -3.370
H -4.628 -4.388 -6.638
C -0.662 0.990 2.080
C 0.563 0.471 1.750
C 0.812 -0.172 0.297
O 1.950 -0.611 0.130
C -0.243 -0.300 -0.626
C -1.386 0.240 -0.260
C -1.734 0.872 1.136
O -2.897 1.201 1.343
O -2.464 0.353 -1.099
O 1.567 0.462 2.579
H -0.776 1.543 3.014
H -0.002 -0.556 -1.653
H -3.383 0.302 -0.569
H 2.540 0.349 2.236
C -5.104 -2.052 0.792
C -5.203 -1.571 -0.625
C -6.606 -2.107 -1.162
O -6.950 -1.441 -2.370
C -8.292 -1.748 -2.726
N -5.091 -0.098 -0.598
H -4.152 -1.984 1.269
H -5.247 -3.131 0.711
H -5.992 -1.637 1.354
H -4.398 -1.979 -1.313
H -7.307 -1.704 -0.422
H -6.670 -3.186 -1.282
H -8.657 -0.895 -3.308
H -8.945 -1.945 -1.859
H -8.337 -2.614 -3.389
H -5.455 0.280 -1.482
H -5.609 0.241 0.221
C -1.228 -4.365 2.997
C -0.301 -3.976 1.777
C -1.118 -3.357 0.644
O -2.234 -4.172 0.147
C -1.831 -5.261 -0.546
N 0.676 -2.924 2.163
H -1.736 -3.404 3.268
H -0.610 -4.730 3.853
H -2.009 -5.118 2.723
H 0.146 -4.883 1.384
H -0.548 -3.106 -0.226
H -1.539 -2.409 1.092
H -1.067 -5.058 -1.348
H -2.660 -5.745 -1.019
H -1.328 -6.022 0.128
H 1.009 -3.058 3.084
H 1.442 -2.974 1.553
C 4.759 -1.740 1.760
C 5.202 -0.282 1.971
C 6.563 -0.035 1.237
O 7.099 1.259 1.563
C 7.813 1.236 2.737
N 4.131 0.623 1.876
H 3.886 -1.919 2.413
H 5.547 -2.478 2.011
H 4.558 -2.100 0.738
H 5.508 -0.230 3.006
H 6.448 -0.086 0.160
H 7.288 -0.815 1.471
H 8.198 2.249 2.837
H 8.664 0.485 2.769
H 7.232 1.077 3.642
H 3.807 0.751 0.924
H 4.371 1.549 2.249
```

As for the total energy: -124923.4829 eV. The calculation puts the HOMO energy at -9.06 eV. As for the LUMO energy: -1.9 eV. As for the max |F|: 0.0875 Eh/bohr. As for the SMILES: O=C1C=C(O)C(=O)C=C1O.O=C1C=C(O)C(=O)C=C1O.O=C1C=C(O)C(=O)C=C1O.O=C1C=C(O)C(=O)C=C1O.O=C1C=C(O)C(=O)C=C1O.O=C1C=C(O)C(=O)C=C1O.O=C1C=C(O)C(=O)C=C1O.COC[C@H](C)N.COC[C@H](C)N.COC[C@H](C)N.

Formula: C5H9Cl11
Source: the Open Molecules 2025 dataset
Level of theory: ωB97M-V/def2-TZVPD

```
25
C5H9Cl11 (ωB97M-V/def2-TZVPD)
C 3.172 -1.185 -2.904
Cl 4.243 -0.963 -4.285
Cl 1.586 -1.813 -3.308
Cl 3.178 0.205 -1.773
H 3.660 -2.012 -2.389
C -4.261 1.753 -0.694
Cl -3.663 1.749 1.020
Cl -3.410 2.972 -1.607
H -4.085 0.796 -1.186
H -5.338 1.924 -0.698
C -0.642 3.765 0.345
Cl 0.295 4.221 1.772
Cl 0.506 3.225 -0.962
H -1.312 2.951 0.623
H -1.269 4.575 -0.028
C 1.878 -3.915 3.265
Cl 1.655 -4.043 4.981
Cl 1.123 -5.347 2.568
H 1.538 -2.989 2.801
H 2.929 -3.939 2.976
C -0.290 -0.262 -0.123
Cl 0.372 -1.705 0.667
Cl -1.711 -0.782 -1.020
H -0.553 0.456 0.655
H 0.398 0.360 -0.696
```

As for the total energy: -143076.6347 eV. Its charge is -1. The calculation puts the HOMO energy (alpha / beta) at 0.37 / -6.56 eV. As for the LUMO energy (alpha / beta): 2.2 / 2.1 eV. As for the max |F|: 0.0545 Eh/bohr. The energy above the lowest of the compared OMol25 structures with the same formula, charge and spin is 7.95 kcal per mole. Its spin multiplicity is 2.

Formula: C3H4BrNO
Source: the Open Molecules 2025 dataset
Level of theory: ωB97M-V/def2-TZVPD

```
10
C3H4BrNO (ωB97M-V/def2-TZVPD)
C -1.476 0.005 -0.545
C -0.890 0.943 1.658
C 1.795 -0.594 -0.289
N -1.388 0.781 0.592
O -0.470 1.301 2.665
Br 0.855 0.390 -1.491
H -2.118 0.040 -1.414
H -1.078 -1.010 -0.539
H 2.820 -0.193 0.004
H 1.951 -1.663 -0.643
```

As for the total energy: -76751.0693 eV. The calculation puts the HOMO energy (alpha / beta) at -7.36 / -8.77 eV. As for the LUMO energy (alpha / beta): -0.8 / 0.1 eV. As for the max |F|: 0.0626 Eh/bohr. The energy above the lowest of the compared OMol25 structures with the same formula, charge and spin is 102.63 kcal per mole.

- Among the records above, which one has the highest max |F|?
  C54H61N3O31

- Which value of max |F| does entry 3 give?
  0.0626 Eh/bohr

- Look up the total energy of the second one.
  -143076.6347 eV